Record 1
Here is a cluster of 3 separate species, C32H25N4O5S in total from the Open Molecules 2025 dataset. Energies are from ωB97M-V with the def2-TZVPD basis set.

Properties
E_HOMO: -11.0893 eV
gap between HOMO and LUMO: 7.818 eV
charge: +1

Geometry as XYZ:
```
67
C32H25N4O5S, DFT ωB97M-V with the def2-TZVPD basis set
C -1.880 -2.405 -3.425
O -2.380 -3.190 -4.521
C -3.647 -3.637 -4.349
N -4.674 -2.564 -4.509
S -4.345 -1.152 -5.420
C -5.871 -2.751 -3.952
N -6.863 -1.845 -3.989
C -7.865 -2.405 -3.345
N -7.556 -3.616 -2.895
N -6.274 -3.853 -3.269
H -1.925 -1.368 -3.732
H -0.858 -2.679 -3.230
H -2.500 -2.517 -2.541
H -3.769 -4.051 -3.340
H -3.858 -4.427 -5.062
H -4.627 -0.168 -4.545
H -8.807 -1.914 -3.205
H -8.150 -4.247 -2.382
H -5.748 -4.692 -3.102
C 5.220 1.974 0.193
C 4.749 0.667 0.268
C 3.720 0.252 -0.559
C 3.151 1.144 -1.459
C 3.613 2.463 -1.520
C 4.654 2.870 -0.697
C 2.995 3.450 -2.446
O 3.394 4.593 -2.505
C 1.859 2.996 -3.300
C 1.231 3.912 -4.136
C 0.187 3.505 -4.947
C -0.229 2.178 -4.934
C 0.386 1.267 -4.095
C 1.427 1.670 -3.270
C 2.057 0.678 -2.353
O 1.677 -0.476 -2.332
H 6.029 2.294 0.836
H 5.184 -0.025 0.975
H 3.353 -0.763 -0.507
H 5.014 3.887 -0.755
H 1.566 4.939 -4.147
H -0.299 4.219 -5.598
H -1.037 1.853 -5.577
H 0.059 0.236 -4.084
C 0.041 -3.202 4.265
C -0.805 -2.928 5.335
C -0.693 -1.732 6.022
C 0.274 -0.807 5.649
C 1.135 -1.089 4.587
C 1.008 -2.285 3.892
C 2.207 -0.131 4.196
O 2.950 -0.373 3.267
C 2.345 1.128 4.979
C 3.367 2.013 4.664
C 3.502 3.193 5.373
C 2.610 3.499 6.396
C 1.591 2.620 6.717
C 1.458 1.429 6.015
C 0.371 0.482 6.392
O -0.412 0.748 7.279
H -0.051 -4.136 3.728
H -1.553 -3.651 5.633
H -1.349 -1.511 6.852
H 1.674 -2.495 3.066
H 4.055 1.772 3.865
H 4.302 3.880 5.130
H 2.714 4.425 6.946
H 0.897 2.851 7.513
```

Record 2
Here is a structure of composition C32H26AgN3P2Se2 from the Open Molecules 2025 dataset. Energies are from ωB97M-V with the def2-TZVPD basis set.

Properties
E_HOMO: -7.7034 eV
gap between HOMO and LUMO: 7.957 eV

Geometry as XYZ:
```
66
C32H26AgN3P2Se2, DFT ωB97M-V with the def2-TZVPD basis set
Ag -0.150 0.171 0.465
C -2.183 -0.644 -0.781
C -2.135 -2.035 -0.655
C -2.446 -2.628 0.553
C -2.792 -1.848 1.656
C -2.834 -0.471 1.547
C -2.539 0.143 0.322
H -1.983 -0.184 -1.740
H -1.842 -2.634 -1.507
H -2.413 -3.706 0.647
H -3.024 -2.321 2.602
H -3.104 0.139 2.400
H -2.661 1.215 0.208
Se 6.279 -0.014 -2.100
P 5.119 -1.763 -1.963
C 5.105 -2.761 -3.487
C 6.200 -2.631 -4.334
C 6.316 -3.435 -5.459
C 5.336 -4.370 -5.749
C 4.234 -4.495 -4.914
C 4.114 -3.696 -3.789
C 5.742 -2.936 -0.708
C 6.767 -2.553 0.145
C 7.246 -3.438 1.104
C 6.717 -4.715 1.197
C 5.709 -5.112 0.327
C 5.220 -4.226 -0.617
C 3.391 -1.446 -1.547
C 2.740 -0.829 -0.469
N 1.435 -0.796 -0.808
N 1.281 -1.336 -1.998
N 2.449 -1.710 -2.474
P 3.199 -0.159 1.127
Se 1.649 1.031 2.071
C 3.599 -1.527 2.234
C 4.059 -1.238 3.520
C 4.311 -2.264 4.411
C 4.088 -3.584 4.031
C 3.621 -3.871 2.760
C 3.378 -2.845 1.857
C 4.665 0.864 0.933
C 4.540 2.016 0.158
C 5.633 2.841 -0.028
C 6.849 2.527 0.565
C 6.971 1.389 1.345
C 5.880 0.553 1.530
H 6.955 -1.888 -4.110
H 7.173 -3.323 -6.111
H 5.422 -4.993 -6.630
H 3.454 -5.210 -5.146
H 3.232 -3.774 -3.171
H 7.192 -1.563 0.038
H 8.042 -3.130 1.770
H 7.096 -5.407 1.939
H 5.304 -6.114 0.386
H 4.433 -4.545 -1.288
H 4.206 -0.208 3.824
H 4.671 -2.037 5.405
H 4.278 -4.387 4.732
H 3.449 -4.897 2.463
H 3.016 -3.069 0.862
H 3.590 2.258 -0.301
H 5.539 3.727 -0.643
H 7.705 3.173 0.415
H 7.920 1.144 1.805
H 5.983 -0.343 2.128
```

Record 3
Here is a structure of composition C32H26BrCl2HgN3O3 at a distorted geometry from the Open Molecules 2025 dataset. Energies are from ωB97M-V with the def2-TZVPD basis set.

Properties
E_HOMO (spin up / spin down): -2.1894 / -3.5635 eV
gap between HOMO and LUMO (spin up / spin down): 3.587 / 4.961 eV
charge: -1
multiplicity: 2

Geometry as XYZ:
```
68
C32H26BrCl2HgN3O3, DFT ωB97M-V with the def2-TZVPD basis set
Hg 1.183 0.332 1.045
C -3.529 2.750 0.293
C -2.215 2.902 -0.471
C -2.367 4.022 -1.510
C -1.025 3.184 0.424
C 0.253 3.166 -0.136
C 1.372 3.485 0.617
C 1.251 3.855 1.956
C 2.477 4.202 2.754
C -0.016 3.863 2.515
C -1.135 3.521 1.767
H -4.316 2.414 -0.382
H -3.834 3.706 0.721
H -3.437 2.015 1.094
H -2.015 1.967 -1.004
H -2.479 4.987 -1.011
H -3.250 3.842 -2.125
H -1.502 4.074 -2.171
H 0.376 2.939 -1.189
H 2.348 3.500 0.146
H 3.120 3.324 2.850
H 2.213 4.539 3.756
H 3.054 4.986 2.261
H -0.140 4.131 3.558
H -2.097 3.509 2.261
Br -5.088 -0.619 -5.247
C -3.646 -1.809 -4.843
C -2.347 -1.322 -4.825
C -1.308 -2.176 -4.521
C -1.538 -3.545 -4.246
C -2.871 -4.000 -4.277
C -3.913 -3.141 -4.569
N -0.528 -4.470 -4.139
N 0.672 -4.210 -3.715
C 1.005 -3.189 -2.869
C 2.287 -2.637 -3.003
C 2.692 -1.518 -2.299
C 1.867 -0.888 -1.361
O 2.244 0.221 -0.725
C 0.592 -1.496 -1.110
N -0.186 -0.949 -0.119
C -1.342 -1.511 0.193
C -1.788 -2.682 -0.401
C -1.014 -3.271 -1.387
C 0.165 -2.659 -1.821
H -2.153 -0.280 -5.044
H -0.294 -1.800 -4.512
H -3.072 -5.039 -4.047
H -4.933 -3.504 -4.588
H 2.930 -3.065 -3.762
H 3.671 -1.089 -2.474
H -1.919 -1.026 0.973
H -2.717 -3.132 -0.083
H -1.311 -4.222 -1.805
Cl 4.316 -1.846 7.418
C 3.648 -1.652 5.821
C 3.912 -2.637 4.857
C 3.377 -2.496 3.606
Cl 3.666 -3.707 2.408
C 2.570 -1.380 3.223
O 2.141 -1.289 2.037
C 2.286 -0.416 4.259
C 1.445 0.710 4.055
O 0.815 1.065 3.040
C 2.864 -0.575 5.542
H 4.528 -3.490 5.099
H 1.316 1.360 4.935
H 2.667 0.167 6.305
```

Record 4
Here is a structure of composition C32H26BrMnN6O2S from the Open Molecules 2025 dataset. Energies are from ωB97M-V with the def2-TZVPD basis set.

Properties
E_HOMO (spin up / spin down): -3.9433 / -4.0581 eV
gap between HOMO and LUMO (spin up / spin down): 6.358 / 6.471 eV
charge: -1
multiplicity: 6

Geometry as XYZ:
```
69
C32H26BrMnN6O2S, DFT ωB97M-V with the def2-TZVPD basis set
Mn 0.046 -0.298 -0.093
C -6.222 -0.944 2.959
C -4.990 -0.415 2.273
C -5.058 0.255 1.051
C -3.919 0.748 0.460
C -2.628 0.618 1.021
N -1.529 1.135 0.361
C -1.661 2.406 -0.145
C -2.525 3.338 0.490
C -2.748 4.613 0.027
C -2.114 5.072 -1.123
C -2.360 6.459 -1.659
C -1.222 4.210 -1.731
C -0.940 2.928 -1.254
N 0.089 2.221 -1.938
C 1.000 2.761 -2.783
C 1.753 1.736 -3.300
C 1.241 0.584 -2.700
N 0.240 0.885 -1.885
C -2.569 -0.125 2.226
C -3.736 -0.606 2.820
N -1.333 -0.467 2.833
C -1.121 -0.876 4.108
C 0.206 -1.218 4.214
C 0.737 -0.995 2.938
N -0.198 -0.539 2.120
H -7.119 -0.676 2.401
H -6.315 -0.534 3.968
H -6.195 -2.033 3.050
H -6.013 0.371 0.551
H -3.987 1.256 -0.494
H -3.031 3.012 1.387
H -3.430 5.263 0.566
H -3.298 6.857 -1.270
H -2.415 6.458 -2.749
H -1.559 7.143 -1.367
H -0.730 4.546 -2.635
H 1.111 3.820 -2.931
H 2.577 1.813 -3.987
H 1.558 -0.442 -2.801
H -3.661 -1.177 3.739
H -1.896 -0.856 4.853
H 0.719 -1.582 5.087
H 1.744 -1.129 2.581
O 4.169 0.267 -0.260
C 3.187 -0.449 -0.056
O 2.017 -0.022 0.226
C 3.393 -1.959 -0.090
C 4.687 -2.389 0.209
C 5.048 -3.723 0.172
C 4.093 -4.663 -0.199
C 2.806 -4.261 -0.494
C 2.411 -2.911 -0.433
S 0.725 -2.603 -0.823
H 5.413 -1.628 0.462
H 6.060 -4.026 0.414
H 4.356 -5.714 -0.261
H 2.056 -4.990 -0.774
Br -2.715 -0.202 -3.093
C -2.925 -1.653 -1.888
C -3.930 -2.563 -2.172
C -4.154 -3.584 -1.265
C -3.358 -3.641 -0.131
C -2.374 -2.690 0.038
N -2.149 -1.688 -0.821
H -4.519 -2.460 -3.071
H -4.926 -4.320 -1.446
H -3.488 -4.421 0.606
H -1.705 -2.725 0.889
```

E_tot, respectively: -60615.765, -191347.011, -143480.436, -158844.062 eV.